This record from the Open Molecules 2025 dataset describes a molecular structure, C26H54BrClNbO24P2 in a non-equilibrium geometry. The level of theory is wB97M-V/def2-TZVPD.

XYZ file:
```
109
Properties=species:S:1:pos:R:3
C 0.41 -0.43 3.28
C 0.59 -1.83 2.67
P -0.93 -2.55 1.86
C -2.27 -1.33 2.19
Nb -1.72 -4.70 2.98
O -3.64 -4.23 2.69
Br -1.84 -6.34 0.92
C -2.29 -6.47 4.32
O -1.95 -6.41 5.74
C -1.06 -7.29 6.20
C -0.36 -6.78 7.43
O -0.84 -8.39 5.71
C 0.41 -5.29 3.52
C 1.45 -5.20 2.49
O 1.42 -4.88 1.34
Cl 3.14 -5.67 3.14
P -1.92 -3.28 5.12
O -3.38 -3.66 5.85
O -0.85 -3.79 6.26
H 1.38 -0.03 3.59
H -0.26 -0.45 4.13
H -0.01 0.26 2.54
H 0.91 -2.51 3.47
H 1.40 -1.77 1.94
H -3.21 -1.79 1.91
H -2.14 -0.42 1.58
H -2.29 -1.08 3.26
H -4.12 -5.01 2.39
H -1.82 -7.36 3.89
H -3.37 -6.61 4.26
H 0.27 -7.57 7.84
H 0.25 -5.91 7.18
H -1.09 -6.47 8.18
H 0.77 -4.72 4.38
H 0.39 -6.34 3.85
H -4.05 -3.29 5.26
H -1.20 -3.68 7.15
C -4.97 -2.86 -1.35
O -4.43 -1.58 -0.98
C -4.78 -0.58 -1.78
O -5.49 -0.66 -2.76
O -4.22 0.54 -1.33
C -4.51 1.70 -2.12
H -4.58 -3.56 -0.61
H -6.05 -2.84 -1.31
H -4.63 -3.14 -2.34
H -5.58 1.90 -2.14
H -4.15 1.57 -3.14
H -3.98 2.52 -1.65
C 5.39 1.85 0.82
O 5.95 0.54 0.93
C 5.11 -0.37 1.45
O 3.98 -0.17 1.78
O 5.76 -1.53 1.53
C 4.98 -2.61 2.07
H 6.16 2.48 0.41
H 4.52 1.84 0.17
H 5.10 2.22 1.81
H 4.12 -2.82 1.44
H 4.64 -2.37 3.07
H 5.64 -3.47 2.09
C 1.22 0.71 -2.03
O 1.73 1.98 -1.58
C 1.40 3.00 -2.36
O 0.73 2.94 -3.36
O 1.92 4.11 -1.84
C 1.62 5.30 -2.58
H 1.56 -0.03 -1.31
H 0.13 0.73 -2.04
H 1.60 0.47 -3.02
H 0.54 5.47 -2.62
H 2.01 5.23 -3.59
H 2.10 6.11 -2.04
C 8.87 1.19 2.08
O 10.07 1.99 2.13
C 9.88 3.26 1.78
O 8.84 3.76 1.44
O 11.05 3.89 1.87
C 11.00 5.27 1.51
H 9.17 0.19 2.38
H 8.13 1.58 2.77
H 8.47 1.16 1.07
H 10.32 5.81 2.17
H 10.67 5.40 0.48
H 12.01 5.65 1.63
C -3.45 1.50 -8.58
O -4.59 0.73 -8.18
C -5.09 1.08 -6.99
O -4.65 1.95 -6.28
O -6.13 0.30 -6.73
C -6.76 0.57 -5.47
H -3.16 1.11 -9.55
H -3.70 2.55 -8.66
H -2.63 1.37 -7.87
H -7.14 1.59 -5.45
H -6.07 0.41 -4.65
H -7.59 -0.13 -5.39
C -4.49 8.46 -4.02
O -4.39 7.06 -3.73
C -3.69 6.37 -4.64
O -3.17 6.84 -5.62
O -3.67 5.10 -4.26
C -2.95 4.22 -5.15
H -5.07 8.88 -3.21
H -3.50 8.92 -4.05
H -4.99 8.62 -4.97
H -1.90 4.52 -5.21
H -3.40 4.22 -6.13
H -3.02 3.23 -4.71
```

- net charge = -1

This record from the Open Molecules 2025 dataset describes a single C4H9N3 molecule. The level of theory is wB97M-V/def2-TZVPD.

XYZ file:
```
16
Properties=species:S:1:pos:R:3
C -1.41 -1.01 -1.13
C -0.35 -0.75 -0.35
N 0.79 -1.55 -0.36
C -0.27 0.45 0.51
N -1.41 0.69 1.32
C 0.81 1.23 0.59
N 2.05 1.00 -0.01
H -1.46 -1.90 -1.73
H -2.24 -0.34 -1.20
H 1.29 -1.59 0.52
H 0.66 -2.46 -0.79
H -1.49 1.64 1.62
H -2.26 0.37 0.88
H 0.79 2.11 1.22
H 2.02 0.26 -0.70
H 2.48 1.84 -0.38
```

- energy above the lowest of the compared OMol25 structures with the same formula, charge and spin (eV) = 1.096
- SMILES = C=C(N)/C(N)=C\N

This record from the Open Molecules 2025 dataset describes 5 unconnected molecules or ions with the total composition C27H67N5O in a non-equilibrium geometry. The level of theory is wB97M-V/def2-TZVPD.

XYZ file:
```
100
Properties=species:S:1:pos:R:3
C 3.09 -1.65 3.83
C 3.68 -0.26 3.71
N 4.97 -0.24 3.07
C 5.88 0.76 3.62
C 6.40 0.38 4.99
C 4.88 -0.17 1.61
C 5.97 -0.97 0.94
H 3.65 -2.28 4.54
H 3.12 -2.16 2.86
H 2.06 -1.61 4.19
H 2.96 0.36 3.14
H 3.72 0.26 4.67
H 6.74 0.86 2.96
H 5.38 1.74 3.70
H 7.07 -0.49 4.94
H 6.94 1.19 5.47
H 5.60 0.07 5.66
H 4.84 0.88 1.29
H 3.89 -0.58 1.36
H 6.96 -0.56 1.16
H 5.89 -0.91 -0.15
H 5.94 -2.02 1.21
C 0.68 -3.93 -3.68
C 1.35 -3.61 -2.35
N 0.52 -3.95 -1.19
C -0.15 -5.24 -1.27
C 0.78 -6.44 -1.40
C 1.25 -3.74 0.07
C 0.32 -3.70 1.26
H 0.88 -4.94 -4.03
H 1.06 -3.28 -4.47
H -0.39 -3.75 -3.62
H 2.35 -4.07 -2.27
H 1.53 -2.53 -2.33
H -0.74 -5.37 -0.37
H -0.86 -5.21 -2.10
H 0.23 -7.37 -1.54
H 1.48 -6.32 -2.22
H 1.33 -6.56 -0.45
H 1.78 -2.79 0.02
H 1.99 -4.55 0.18
H -0.58 -3.13 1.05
H 0.82 -3.27 2.13
H 0.06 -4.71 1.59
C -1.42 4.99 -3.92
C -2.00 3.69 -3.40
N -3.01 3.13 -4.29
C -2.55 2.90 -5.66
C -1.35 1.98 -5.80
C -3.71 1.99 -3.71
C -5.22 2.21 -3.65
H -2.20 5.70 -4.19
H -0.83 4.84 -4.83
H -0.79 5.46 -3.17
H -1.21 2.99 -3.11
H -2.56 3.94 -2.49
H -3.41 2.49 -6.21
H -2.36 3.86 -6.13
H -1.19 1.72 -6.85
H -0.43 2.45 -5.46
H -1.46 1.06 -5.22
H -3.34 1.82 -2.70
H -3.49 1.08 -4.28
H -5.71 1.27 -3.35
H -5.64 2.49 -4.62
H -5.45 2.98 -2.92
C -4.05 3.42 1.30
C -3.28 3.37 2.61
N -2.99 2.03 3.09
C -2.05 1.33 2.20
C -2.05 -0.16 2.40
C -2.43 2.11 4.43
C -3.44 2.45 5.53
H -4.31 4.45 1.03
H -5.00 2.90 1.45
H -3.57 2.91 0.47
H -2.37 4.01 2.57
H -3.92 3.87 3.34
H -1.03 1.75 2.34
H -2.36 1.57 1.19
H -2.10 -0.52 3.43
H -1.12 -0.58 2.00
H -2.85 -0.67 1.87
H -1.97 1.15 4.69
H -1.62 2.86 4.45
H -2.89 2.43 6.48
H -3.87 3.44 5.42
H -4.18 1.67 5.66
C 1.23 -0.15 0.04
N 0.22 -0.75 -0.79
C -0.73 -0.01 -1.40
C -1.62 -0.75 -2.37
O -0.80 1.21 -1.28
H 2.24 -0.41 -0.29
H 1.12 -0.50 1.07
H 1.15 0.93 0.05
H 0.26 -1.74 -0.97
H -1.71 -0.19 -3.29
H -2.63 -0.91 -1.97
H -1.23 -1.75 -2.55
```

- energy above the lowest of the compared OMol25 structures with the same formula, charge and spin (eV) = 0.000
- SMILES = CCN(CC)CC.CCN(CC)CC.CCN(CC)CC.CCN(CC)CC.CNC(C)=O

This record from the Open Molecules 2025 dataset describes 10 unconnected molecules or ions with the total composition C8H32O9 in a non-equilibrium geometry. The level of theory is wB97M-V/def2-TZVPD.

XYZ file:
```
49
Properties=species:S:1:pos:R:3
C -1.43 3.58 0.34
C -1.15 2.39 0.98
C -1.84 1.24 0.61
C -3.04 0.95 1.08
C -3.91 -0.05 0.41
C -3.34 -1.44 0.73
C -2.16 -1.93 -0.10
C -1.63 -3.31 0.23
H -2.24 3.86 -0.11
H -0.68 4.35 0.67
H -0.22 2.45 1.63
H -1.14 0.64 -0.09
H -3.72 1.70 1.63
H -5.04 0.01 0.75
H -3.85 0.09 -0.60
H -4.20 -2.07 0.41
H -3.40 -1.59 1.89
H -2.38 -1.88 -1.23
H -1.26 -1.28 0.01
H -2.32 -4.14 0.36
H -1.17 -3.43 1.11
H -0.82 -3.61 -0.51
O -0.23 -1.47 -3.62
H 0.33 -2.30 -3.75
H 0.35 -0.82 -4.05
O 2.76 -3.09 1.11
H 2.72 -2.10 1.31
H 1.99 -3.09 0.45
O 0.76 -0.54 1.09
H 0.82 0.31 1.49
H 0.35 -1.18 1.62
O 0.95 4.30 -2.28
H 1.83 3.91 -2.34
H 0.60 3.98 -1.53
O 1.99 -3.59 -1.56
H 2.93 -3.50 -1.77
H 1.81 -4.47 -1.83
O 1.97 0.13 -1.93
H 1.69 -0.43 -1.23
H 1.70 0.97 -1.60
O 1.23 1.31 3.03
H 2.14 1.17 2.83
H 1.16 0.97 3.94
O 2.34 3.41 -0.33
H 2.30 4.36 -0.39
H 3.11 3.12 -0.97
O 4.63 1.08 0.65
H 4.43 0.60 1.49
H 4.25 0.42 -0.01
```

- energy above the lowest of the compared OMol25 structures with the same formula, charge and spin (eV) = 3.794
- SMILES = C=C/C=C/CCCC.O.O.O.O.O.O.O.O.O

no.,orbital gap (eV),energy (Ha)
1,5.7186,-6602.89934
2,8.1380,-322.05009
3,8.4987,-1417.90933
4,8.8162,-1000.98294